{"formula": "C26H43HfN3O3P", "method": "ωB97M-V/def2-TZVPD", "species": ["C", "N", "C", "C", "C", "C", "Hf", "C", "O", "C", "N", "C", "C", "C", "P", "C", "C", "C", "C", "C", "C", "C", "C", "C", "C", "H", "H", "H", "H", "H", "H", "H", "H", "H", "H", "H", "H", "H", "H", "H", "H", "H", "H", "H", "H", "H", "H", "H", "H", "H", "H", "H", "H", "H", "H", "H", "H", "H", "H", "C", "H", "H", "H", "O", "H", "O", "N", "C", "C", "C", "C", "C", "H", "H", "H", "H", "H"], "xyz": [[-2.646717, 0.088646, 0.568183], [-1.381734, 0.577635, 1.017245], [-1.373360, 1.801952, 1.641304], [-2.518715, 2.559368, 1.826941], [-3.766782, 2.024185, 1.538905], [-3.812969, 0.759146, 0.995360], [0.794470, -0.059499, 1.068382], [-0.124852, -0.303947, -1.851238], [0.570578, -0.759204, -0.861334], [-0.076893, 2.467961, 2.113500], [1.081699, 1.567350, 2.426353], [1.170067, 1.263177, 3.897825], [0.002316, 0.417075, 4.358351], [-2.887332, -0.973591, -0.387879], [-1.892837, -1.029953, -1.876461], [-2.705388, 0.023332, -3.160081], [-4.151452, -0.425843, -3.404972], [-1.805173, -2.851662, -2.228462], [-1.224036, -3.120052, -3.628111], [-0.887062, -3.489382, -1.169623], [-3.192592, -3.506275, -2.108123], [-2.676890, 1.457171, -2.599538], [-1.905143, -0.001799, -4.472125], [2.378168, 2.171226, 1.977766], [2.653327, 3.499477, 2.668531], [-2.395942, 3.557399, 2.246261], [-4.670917, 2.595651, 1.729905], [-4.772302, 0.300065, 0.750145], [-3.752488, -1.624216, -0.230577], [-0.803746, -4.567670, -1.381249], [0.124419, -3.069291, -1.179927], [-1.295774, -3.382383, -0.158160], [-3.113800, -4.545420, -2.463965], [-3.531695, -3.538593, -1.066272], [-3.955786, -3.002151, -2.712900], [-0.987058, -4.192619, -3.699786], [-1.941213, -2.889128, -4.425491], [-0.293172, -2.565139, -3.806978], [-4.638660, 0.325778, -4.044808], [-4.206427, -1.387893, -3.932782], [-4.729798, -0.495839, -2.473391], [-3.289006, 1.558094, -1.695424], [-1.648322, 1.768182, -2.378954], [-3.079777, 2.130840, -3.371117], [-1.960256, -0.971440, -4.979907], [-2.334759, 0.758234, -5.141463], [-0.856415, 0.255151, -4.284507], [0.250904, 3.219499, 1.373143], [-0.270979, 3.043568, 3.037401], [2.132081, 0.746020, 4.041663], [1.227243, 2.228110, 4.419133], [2.319900, 2.314255, 0.891270], [3.160556, 1.431653, 2.187933], [2.819831, 3.367839, 3.740899], [3.569638, 3.916888, 2.241596], [1.847454, 4.217959, 2.500339], [0.167823, 0.174198, 5.416424], [-0.954835, 0.952334, 4.298114], [-0.083918, -0.543063, 3.822973], [1.832434, 1.006034, -2.517278], [1.944052, 1.777223, -1.746753], [2.093332, 1.443522, -3.481984], [2.455029, 0.134178, -2.298559], [0.429900, 0.656267, -2.589699], [1.718914, 0.971842, -0.391884], [1.515936, -1.593732, 1.916250], [2.020653, -2.817083, 2.370574], [3.267282, -3.149844, 1.984946], [3.820101, -4.311997, 2.503087], [3.074795, -5.088053, 3.390503], [1.778892, -4.705461, 3.737919], [1.243841, -3.542449, 3.199469], [3.783570, -2.482353, 1.298231], [4.828360, -4.592131, 2.209364], [3.511611, -5.990351, 3.813083], [1.174603, -5.288374, 4.428048], [0.246523, -3.170186, 3.424499]], "atomic_forces_ev_per_a": [[-0.1, -0.3, -0.5], [-0.1, -0.5, -0.6], [-1.1, 1.2, 0.3], [1.7, 0.1, 0.4], [-0.4, -1.0, -0.3], [-0.5, 0.6, 0.6], [-1.8, 1.3, -3.2], [3.2, 1.2, 1.7], [-1.8, -0.8, -2.0], [0.1, 0.6, 0.2], [-0.1, 0.5, 0.4], [0.1, -0.1, -0.3], [-0.1, 0.1, 0.6], [3.2, 1.6, 0.8], [-3.0, -0.6, 0.1], [0.3, 0.0, -0.3], [-0.2, -0.1, 0.0], [0.9, -0.4, -0.5], [0.0, -0.2, -0.1], [0.2, -0.2, 0.1], [-0.4, 0.2, 0.1], [-0.1, 0.0, 0.1], [0.0, 0.0, -0.1], [0.2, 1.0, -0.1], [0.5, -0.1, 0.1], [-0.2, -0.3, 0.0], [0.1, -0.2, 0.0], [0.3, 0.2, 0.0], [0.5, 0.2, -0.5], [-0.1, 0.4, 0.0], [-0.1, -0.2, -0.1], [0.0, 0.0, -0.2], [0.1, 0.4, 0.1], [0.1, 0.0, -0.3], [0.2, -0.2, 0.2], [-0.1, 0.3, 0.0], [0.2, -0.1, 0.2], [-0.1, -0.1, 0.0], [0.2, -0.2, 0.2], [0.0, 0.3, 0.1], [0.1, 0.0, -0.2], [0.1, 0.0, -0.2], [-0.3, 0.2, -0.1], [0.1, -0.2, 0.3], [0.0, 0.4, 0.1], [0.2, -0.2, 0.1], [-0.3, 0.0, -0.4], [-0.1, -0.5, 0.1], [-0.2, -0.2, -0.5], [-0.3, 0.1, 0.1], [-0.1, -0.4, 0.0], [0.1, 0.0, 0.5], [0.0, 0.1, -0.1], [0.0, 0.2, -0.2], [-0.1, 0.0, 0.1], [0.2, -0.1, 0.1], [-0.2, 0.0, -0.2], [0.2, -0.2, -0.1], [0.0, 0.2, 0.0], [0.8, 0.6, -0.3], [0.0, -0.3, -0.5], [-0.3, -0.3, -0.1], [-0.2, 0.2, 0.0], [-2.4, -2.4, 0.6], [-0.4, -0.5, 2.9], [1.5, -3.0, 1.2], [-0.5, 1.4, -0.5], [0.2, -0.4, 0.3], [-0.2, 0.2, -0.2], [0.0, 0.0, 0.0], [-0.1, 0.3, -0.2], [0.3, -0.4, 0.2], [-0.2, -0.1, 0.2], [-0.2, 0.1, 0.1], [-0.1, 0.2, -0.1], [0.1, 0.1, -0.2], [0.3, 0.0, -0.1]], "homo_energy_ev": [-15.2367, -15.2362], "gap_ev": [5.93, 5.93], "total_charge": 3, "relative_energy_kj_mol": 233.3}

***

{"formula": "C26H43N2O8PS2", "method": "ωB97M-V/def2-TZVPD", "species": ["C", "C", "C", "C", "O", "C", "C", "C", "N", "C", "C", "N", "C", "C", "C", "C", "C", "P", "O", "O", "C", "C", "O", "C", "C", "H", "H", "H", "H", "H", "H", "H", "H", "H", "H", "H", "H", "H", "H", "H", "H", "H", "H", "H", "H", "H", "H", "H", "H", "H", "H", "H", "C", "C", "C", "S", "O", "O", "C", "H", "H", "H", "H", "H", "H", "H", "H", "C", "C", "C", "S", "O", "O", "C", "H", "H", "H", "H", "H", "H", "H", "H"], "xyz": [[6.430800, -3.126945, 1.924652], [7.593126, -2.288401, 1.179381], [7.866468, -0.829290, 1.782660], [6.738632, 0.274757, 1.467958], [5.444442, -0.252257, 1.091867], [5.268959, -0.373802, -0.304722], [6.347018, -0.300560, -1.400772], [6.087704, -0.488588, -2.934040], [7.208929, -0.404427, -3.827909], [6.828581, -0.594051, -5.188626], [5.369080, -0.903913, -5.623862], [4.233401, -1.039729, -4.770440], [4.650493, -0.797386, -3.416825], [3.519151, -0.858979, -2.303485], [3.777455, -0.668952, -0.791795], [2.560205, -0.782982, 0.276460], [1.306432, 0.143770, -0.187212], [-0.361376, -0.546716, 0.436247], [-0.187453, -0.772802, 1.952588], [-1.546580, 0.663284, 0.179749], [-2.892436, 0.116415, 0.220969], [-3.787992, 0.571202, -1.069351], [-0.645892, -1.954066, -0.476766], [-1.102099, -3.073892, 0.341098], [-2.209158, -3.870078, -0.562273], [5.427014, -2.783353, 1.457374], [6.439952, -3.026276, 3.060830], [6.553645, -4.221315, 1.561753], [8.569534, -2.894273, 1.346306], [7.395857, -2.325946, 0.055731], [8.861973, -0.455752, 1.329401], [8.074380, -0.921251, 2.919614], [6.568001, 0.842945, 2.465431], [7.141994, 1.090198, 0.749298], [7.430763, -0.093465, -1.075228], [7.649126, -0.546450, -5.980332], [5.186857, -1.073065, -6.751672], [2.430991, -1.094709, -2.608991], [2.265613, -1.863391, 0.498869], [2.937806, -0.332993, 1.274387], [1.211545, 0.171274, -1.339629], [1.469105, 1.216777, 0.178524], [-3.489345, 0.485741, 1.138342], [-2.939370, -1.030816, 0.245659], [-4.699327, 1.195483, -0.757585], [-3.120165, 1.083093, -1.844987], [-4.217062, -0.374331, -1.585512], [-1.646049, -2.777296, 1.300120], [-0.204022, -3.761688, 0.510379], [-3.049365, -4.197430, 0.160679], [-1.763383, -4.745918, -1.141991], [-2.678927, -3.075707, -1.260729], [-5.296955, 4.473724, -4.546421], [-6.689527, 5.063343, -4.314268], [-7.485445, 4.049650, -3.489912], [-6.285613, 3.135703, -2.527232], [-6.287812, 1.761576, -2.973823], [-6.420033, 3.494197, -1.132948], [-4.841408, 3.944360, -3.192983], [-4.601934, 5.218170, -4.940377], [-5.359089, 3.652884, -5.268405], [-6.599436, 6.001699, -3.757230], [-7.195035, 5.288940, -5.255999], [-8.189357, 4.541426, -2.817569], [-8.015141, 3.341457, -4.129574], [-4.017303, 3.234839, -3.264250], [-4.576719, 4.762466, -2.519240], [-2.811039, 0.065203, 4.406571], [-4.205551, 0.645623, 4.650975], [-4.989682, -0.376139, 5.476570], [-3.777578, -1.287088, 6.426981], [-3.775251, -2.659530, 5.974757], [-3.905002, -0.935639, 7.823657], [-2.343201, -0.467067, 5.754168], [-2.122813, 0.814868, 4.011184], [-2.872495, -0.753287, 3.681998], [-4.117109, 1.582261, 5.211347], [-4.719158, 0.872228, 3.713544], [-5.691784, 0.108613, 6.155928], [-5.519698, -1.084765, 4.837591], [-1.515310, -1.171154, 5.673829], [-2.078550, 0.349743, 6.429540]], "atomic_forces_ev_per_a": [[-0.2, 0.1, -1.8], [0.6, -1.0, 1.0], [0.5, -0.3, -0.6], [1.3, 1.1, 1.8], [0.9, 0.4, -3.0], [-0.6, -0.7, -3.9], [-2.1, -0.2, 1.0], [-0.9, -0.2, 0.7], [-4.1, -0.8, -2.4], [-2.0, -0.3, 2.5], [0.1, 0.0, 1.4], [5.8, 1.4, 0.8], [-0.8, 0.1, 1.9], [2.2, 0.4, 2.5], [1.2, -0.3, -3.0], [0.7, 1.1, 0.1], [-0.4, -0.3, -1.3], [1.3, 0.6, 3.1], [-0.9, -0.1, -3.5], [1.0, -2.9, -0.4], [-2.7, -0.1, -0.5], [0.2, -0.9, 0.0], [0.0, 2.5, 2.1], [-1.3, -2.1, -0.9], [-0.1, 1.1, 0.8], [1.5, -0.5, 1.2], [0.0, -0.2, -1.6], [-0.2, 1.7, 1.0], [-1.5, 1.1, -0.3], [0.2, 0.4, 1.6], [-1.5, -0.5, 0.7], [-0.6, 0.1, -1.9], [0.0, -1.0, -1.7], [-1.0, -1.6, 0.8], [-1.9, -0.4, -0.8], [-1.3, 0.0, 1.3], [0.3, 0.3, 2.1], [2.1, 0.4, 0.3], [0.4, 1.5, -0.6], [-0.6, -0.9, -1.7], [0.3, 0.1, 1.8], [-0.5, -1.6, -0.5], [1.5, -0.5, -1.2], [0.5, 1.7, 0.1], [1.6, -0.7, -0.5], [-1.0, -0.5, 1.2], [0.7, 1.6, 0.8], [1.3, -0.1, -1.2], [-1.3, 1.1, 0.2], [1.4, 0.1, -1.3], [-0.7, 1.3, 0.8], [0.8, -1.5, 0.9], [0.0, 0.0, -0.2], [0.0, 0.2, -0.1], [-0.4, 0.3, -0.3], [0.1, 0.1, 0.2], [-0.1, 0.2, 0.3], [0.0, -0.4, -0.2], [0.4, 0.2, -0.3], [0.0, -0.1, 0.0], [0.1, 0.1, 0.1], [0.0, -0.1, 0.0], [0.0, 0.0, 0.1], [0.1, -0.2, 0.0], [0.1, 0.0, 0.1], [-0.1, 0.0, 0.2], [-0.1, -0.1, 0.0], [0.0, 0.0, -0.2], [0.0, 0.2, -0.1], [-0.5, 0.3, -0.3], [0.2, 0.1, 0.2], [-0.1, 0.2, 0.3], [-0.1, -0.4, -0.2], [0.4, 0.2, -0.3], [0.0, -0.2, 0.0], [0.1, 0.1, 0.0], [0.0, -0.1, 0.0], [0.0, 0.0, 0.1], [0.1, -0.2, 0.0], [0.1, 0.0, 0.1], [-0.1, 0.0, 0.1], [-0.1, -0.1, 0.0]], "homo_energy_ev": -8.4435, "smiles": "CCCCOc1cc2nccnc2cc1CCP(=O)(OCC)OCC.O=S1(=O)CCCC1.O=S1(=O)CCCC1", "gap_ev": 7.62}